No. 1
{"formula": "C42H44N8O14", "method": "the ωB97M-V functional and the def2-TZVPD basis", "elements": ["O", "N", "O", "C", "C", "C", "C", "C", "C", "H", "H", "H", "H", "H", "O", "N", "O", "C", "C", "C", "C", "C", "C", "H", "H", "H", "H", "H", "O", "N", "O", "C", "C", "C", "C", "C", "C", "H", "H", "H", "H", "H", "O", "N", "O", "C", "C", "C", "C", "C", "C", "H", "H", "H", "H", "H", "O", "N", "O", "C", "C", "C", "C", "C", "C", "H", "H", "H", "H", "H", "O", "N", "O", "C", "C", "C", "C", "C", "C", "H", "H", "H", "H", "H", "C", "N", "C", "C", "O", "H", "H", "H", "H", "H", "H", "H", "C", "N", "C", "C", "O", "H", "H", "H", "H", "H", "H", "H"], "xyz": [[40.450, -6.859, 9.270], [40.560, -7.980, 8.675], [41.374, -8.861, 9.065], [39.800, -8.188, 7.453], [39.906, -9.459, 6.636], [39.127, -9.551, 5.213], [38.391, -8.234, 4.745], [38.423, -7.065, 5.551], [39.114, -6.967, 6.909], [40.495, -10.236, 6.945], [39.169, -10.494, 4.638], [37.842, -8.367, 3.956], [37.992, -6.349, 5.154], [39.050, -6.052, 7.331], [40.646, -9.305, -1.499], [41.911, -9.338, -1.310], [42.763, -9.554, -2.092], [42.341, -8.816, -0.008], [41.317, -8.544, 1.117], [41.825, -8.344, 2.546], [43.400, -7.997, 2.744], [44.240, -7.919, 1.755], [43.849, -8.319, 0.193], [40.282, -8.885, 0.752], [41.231, -8.527, 3.397], [43.836, -7.650, 3.543], [45.167, -7.449, 2.052], [44.526, -8.479, -0.468], [39.084, -12.413, 6.775], [39.537, -13.450, 7.450], [39.546, -14.553, 6.987], [40.314, -13.203, 8.612], [41.001, -14.425, 9.322], [41.846, -14.170, 10.668], [41.791, -12.732, 11.258], [41.065, -11.763, 10.684], [40.421, -11.905, 9.247], [41.009, -15.386, 9.063], [42.406, -15.031, 11.334], [42.299, -12.632, 12.268], [41.086, -10.758, 11.043], [39.939, -11.133, 8.878], [32.922, -3.002, -0.816], [33.870, -2.714, 0.016], [34.198, -1.488, 0.304], [34.099, -3.770, 0.963], [35.355, -3.654, 1.792], [35.686, -4.861, 2.760], [34.659, -5.991, 2.927], [33.596, -6.023, 2.133], [33.159, -4.987, 1.177], [35.808, -2.906, 1.746], [36.312, -4.667, 3.616], [34.871, -6.773, 3.807], [33.085, -6.950, 1.864], [32.134, -5.137, 0.722], [36.046, -2.249, 6.708], [36.843, -3.155, 7.200], [36.778, -4.220, 6.754], [37.843, -2.766, 8.267], [38.427, -1.295, 8.401], [39.527, -0.986, 9.365], [40.056, -2.182, 10.180], [39.448, -3.417, 10.156], [38.315, -3.795, 9.238], [37.934, -0.604, 7.732], [40.050, -0.199, 9.338], [41.000, -2.084, 10.660], [39.854, -4.117, 10.859], [37.773, -4.643, 9.126], [42.351, -9.041, 15.641], [41.880, -8.813, 14.466], [42.640, -8.138, 13.724], [40.603, -9.235, 14.034], [39.945, -8.470, 12.831], [38.479, -8.972, 12.500], [37.940, -10.191, 13.213], [38.587, -10.936, 14.244], [39.977, -10.478, 14.600], [40.360, -7.503, 12.192], [37.884, -8.720, 11.659], [36.862, -10.539, 12.881], [37.955, -11.666, 14.791], [40.503, -11.084, 15.300], [37.241, -13.396, 1.591], [37.397, -14.292, 2.747], [38.154, -13.674, 3.992], [36.949, -15.613, 2.745], [37.285, -16.443, 3.568], [37.907, -12.465, 1.787], [36.111, -13.304, 1.442], [37.478, -13.771, 0.671], [39.078, -13.515, 3.542], [37.969, -14.655, 4.654], [37.643, -12.896, 4.424], [36.516, -15.815, 1.821], [43.876, -12.512, 6.861], [43.354, -11.291, 6.170], [42.877, -11.480, 4.756], [43.553, -10.172, 6.771], [43.489, -9.067, 6.100], [44.883, -12.524, 7.104], [43.884, -13.363, 6.050], [43.280, -12.827, 7.801], [42.522, -12.470, 4.643], [43.791, -11.453, 4.019], [41.979, -10.889, 4.486], [43.972, -10.034, 7.657]], "lowdin_charge": [0.015, -0.303, 0.038, -0.092, 0.074, 0.054, -0.010, -0.009, 0.102, 0.015, 0.068, 0.019, -0.017, 0.035, 0.013, -0.385, 0.112, -0.083, 0.013, 0.047, -0.085, -0.065, 0.167, 0.102, 0.025, 0.029, 0.092, -0.009, -0.010, -0.315, 0.112, -0.124, 0.081, 0.011, -0.119, -0.054, 0.084, 0.018, 0.133, 0.114, 0.069, 0.015, 0.022, -0.283, 0.034, -0.093, 0.115, 0.036, -0.109, -0.160, 0.067, -0.044, 0.055, 0.142, 0.102, 0.120, 0.003, -0.358, 0.096, -0.047, 0.063, 0.024, -0.050, -0.070, 0.049, 0.078, 0.000, 0.087, 0.086, 0.052, 0.023, -0.340, 0.035, -0.136, 0.071, -0.031, -0.107, -0.069, 0.039, 0.148, 0.054, 0.127, 0.104, 0.083, -0.078, -0.186, 0.002, -0.328, 0.003, 0.115, 0.104, 0.028, 0.054, 0.121, 0.031, 0.107, -0.030, -0.151, -0.016, -0.324, -0.069, 0.045, 0.120, 0.100, 0.046, 0.135, 0.074, 0.095], "e_tot_ev": -84809.0620, "orbital_gap_ev": 7.39, "smiles": "O=[N+]([O-])c1ccccc1.O=[N+]([O-])c1ccccc1.O=[N+]([O-])c1ccccc1.O=[N+]([O-])c1ccccc1.O=[N+]([O-])c1ccccc1.O=[N+]([O-])c1ccccc1.CN(C)C=O.CN(C)C=O", "fmax_ev_per_a": 19.36, "e_above_lowest_kj_mol": 2478.7, "e_lumo_ev": -1.67}

No. 2
{"formula": "C42H44NOP3PdS", "method": "the ωB97M-V functional and the def2-TZVPD basis", "elements": ["Pd", "C", "N", "P", "C", "C", "C", "C", "C", "C", "C", "C", "C", "C", "C", "C", "P", "C", "C", "C", "C", "C", "C", "C", "C", "C", "C", "C", "C", "H", "H", "H", "H", "H", "H", "H", "H", "H", "H", "H", "H", "H", "H", "H", "H", "H", "H", "H", "H", "H", "H", "H", "O", "S", "C", "C", "C", "C", "H", "H", "H", "H", "H", "H", "H", "H", "C", "P", "C", "C", "C", "C", "C", "C", "C", "C", "C", "C", "C", "C", "H", "H", "H", "H", "H", "H", "H", "H", "H", "H", "H", "H", "H"], "xyz": [[0.170, -0.073, 0.197], [-2.826, -0.881, -2.828], [-2.313, -0.525, -1.504], [-1.752, -1.640, -0.274], [-3.203, -2.092, 0.676], [-3.008, -2.408, 2.017], [-4.088, -2.771, 2.808], [-5.362, -2.809, 2.262], [-5.563, -2.482, 0.925], [-4.487, -2.125, 0.132], [-1.151, -3.094, -1.136], [-2.030, -4.026, -1.695], [-1.530, -5.117, -2.384], [-0.158, -5.293, -2.505], [0.720, -4.389, -1.926], [0.223, -3.295, -1.239], [-1.360, 0.794, -1.126], [-1.187, 1.910, -2.491], [-0.427, 1.503, -3.592], [-0.267, 2.350, -4.671], [-0.865, 3.605, -4.651], [-1.622, 4.010, -3.564], [-1.788, 3.166, -2.477], [-2.177, 1.612, 0.261], [-3.509, 1.314, 0.567], [-4.093, 1.837, 1.711], [-3.353, 2.644, 2.562], [-2.034, 2.948, 2.264], [-1.446, 2.435, 1.119], [-3.684, -1.543, -2.724], [-2.070, -1.387, -3.430], [-3.156, 0.020, -3.341], [-2.013, -2.362, 2.444], [-3.938, -3.019, 3.849], [-6.205, -3.091, 2.878], [-6.558, -2.509, 0.504], [-4.658, -1.858, -0.902], [-3.101, -3.907, -1.580], [-2.210, -5.836, -2.819], [0.227, -6.152, -3.038], [1.787, -4.549, -2.000], [0.892, -2.597, -0.749], [0.026, 0.518, -3.601], [0.318, 2.041, -5.526], [-0.742, 4.270, -5.496], [-2.088, 4.986, -3.562], [-2.377, 3.480, -1.625], [-4.082, 0.674, -0.089], [-5.125, 1.611, 1.938], [-3.811, 3.047, 3.456], [-1.467, 3.597, 2.918], [-0.426, 2.701, 0.876], [0.850, -0.782, 2.110], [2.053, -0.414, 2.987], [1.288, 0.224, 4.497], [0.930, -0.987, 5.346], [2.141, -1.906, 5.246], [2.489, -2.003, 3.761], [0.452, 0.844, 4.178], [2.037, 0.853, 4.983], [0.041, -1.475, 4.942], [0.716, -0.695, 6.374], [1.954, -2.897, 5.657], [2.979, -1.476, 5.799], [1.855, -2.717, 3.233], [3.533, -2.222, 3.551], [2.478, -0.451, -2.310], [2.150, 0.620, -0.871], [2.280, 2.313, -1.487], [1.718, 3.360, -0.765], [1.795, 4.661, -1.232], [2.440, 4.927, -2.431], [3.016, 3.891, -3.153], [2.939, 2.589, -2.685], [3.587, 0.312, 0.182], [4.023, -0.999, 0.379], [5.090, -1.257, 1.225], [5.717, -0.211, 1.890], [5.285, 1.092, 1.698], [4.226, 1.356, 0.843], [3.515, -0.344, -2.627], [1.817, -0.204, -3.138], [2.304, -1.490, -2.044], [1.238, 3.160, 0.183], [1.358, 5.468, -0.659], [2.502, 5.942, -2.798], [3.530, 4.097, -4.081], [3.398, 1.798, -3.263], [3.535, -1.825, -0.125], [5.440, -2.272, 1.356], [6.556, -0.413, 2.544], [5.785, 1.908, 2.202], [3.907, 2.378, 0.686]], "lowdin_charge": [0.465, -0.100, -0.441, 1.001, -0.367, -0.084, -0.058, -0.050, -0.053, -0.100, -0.348, -0.071, -0.048, -0.048, -0.063, -0.113, 0.828, -0.343, -0.102, -0.050, -0.040, -0.045, -0.056, -0.357, -0.074, -0.044, -0.048, -0.058, -0.104, 0.073, 0.086, 0.090, 0.101, 0.113, 0.117, 0.116, 0.092, 0.107, 0.118, 0.118, 0.112, 0.059, 0.089, 0.119, 0.120, 0.119, 0.112, 0.098, 0.118, 0.118, 0.115, 0.064, -0.670, 0.994, -0.300, -0.219, -0.212, -0.280, 0.094, 0.104, 0.116, 0.125, 0.125, 0.122, 0.102, 0.084, -0.217, 0.943, -0.380, -0.115, -0.055, -0.050, -0.053, -0.076, -0.395, -0.119, -0.080, -0.060, -0.059, -0.087, 0.069, 0.033, 0.021, 0.076, 0.116, 0.117, 0.117, 0.104, 0.103, 0.117, 0.117, 0.117, 0.106], "e_tot_ev": -89976.4969, "orbital_gap_ev": 7.58, "total_charge": 2, "fmax_ev_per_a": 0.68, "e_above_lowest_kj_mol": 0.0, "e_lumo_ev": -5.91}